# 1
Entry from the OMol25 dataset: a molecular structure, C30H39BrN5PtSi (the ωB97M-V functional and the def2-TZVPD basis).

Relative energy (zero: lowest compared OMol25 entry of this formula, charge and spin), kcal per mole: 0.0
Orbital gap, eV: 7.511
Total charge: +1
HOMO, Ha: -0.404

```
77
Properties=species:S:1:pos:R:3:mulliken_charge:R:1
C 4.450 1.774 5.774 -0.631
H -2.478 2.233 1.379 0.631
C -2.483 1.970 -2.936 -1.701
H -3.433 -3.903 -1.448 0.535
H -0.149 0.560 1.047 0.193
Pt 2.070 0.378 -0.157 0.675
C -2.933 0.513 -2.726 2.271
C 5.033 0.513 5.670 -0.605
C 2.862 -3.572 -1.543 -0.866
N 2.725 -1.558 -0.244 0.107
C 3.643 -0.319 2.235 0.252
H 4.616 2.359 6.669 0.413
N 2.915 0.645 1.580 -0.402
N 1.995 2.777 2.208 -0.542
H 1.600 2.447 -2.191 0.732
H -4.643 1.012 -1.420 0.319
H -1.678 -2.545 -3.611 0.284
H -3.715 0.215 1.974 0.541
H -1.786 -2.688 0.730 0.328
H 5.282 -1.264 4.455 0.543
H -1.244 -3.992 -0.315 0.619
Br 0.256 0.088 -2.021 -0.578
H 3.194 3.264 4.826 0.541
C 0.511 4.102 -1.383 -0.922
C -1.980 -2.307 -1.433 2.479
C -1.273 -2.904 -0.206 -1.943
C 3.837 -3.487 0.621 -0.352
H -3.374 -1.355 1.260 0.368
C -3.499 -0.297 1.032 -1.874
N 1.650 2.411 -0.127 -0.030
C 4.064 0.246 3.531 -0.063
N 3.877 -1.528 1.889 -0.505
H -1.402 2.073 -3.032 0.230
C -2.773 -0.220 -4.066 -2.086
H -3.308 0.342 -4.836 0.605
H -3.200 -1.222 -4.045 0.407
C 2.474 -2.272 -1.370 -0.360
C 0.121 4.722 -0.195 -0.428
H -4.865 -0.478 -2.341 0.309
C -3.436 -2.809 -1.464 -1.804
H 4.387 -3.909 1.449 0.504
H -0.842 -0.988 1.529 0.212
H -3.956 -2.504 -2.372 0.339
H 0.375 4.709 1.944 0.524
H -1.569 2.344 -0.128 0.147
H -4.970 1.084 -3.143 0.526
C -2.414 1.849 0.357 -1.975
H -4.380 -0.188 0.398 0.370
C -1.063 0.067 1.380 -1.936
H -4.021 -2.474 -0.607 0.320
H 3.859 -5.236 -0.598 0.426
C -2.228 0.325 0.419 2.779
H -0.240 -2.555 -0.123 0.281
C 2.722 1.738 2.395 0.013
C 1.386 3.082 1.016 0.322
H -1.321 0.490 2.356 0.614
C 0.578 4.227 1.000 -0.518
H 2.634 -4.077 -2.470 0.471
H 5.641 0.144 6.485 0.409
H -0.195 -2.633 -2.661 0.058
C -1.257 -2.875 -2.665 -1.447
H 1.946 -1.748 -2.148 0.666
C 1.261 2.960 -1.303 -0.273
C 4.843 -0.280 4.542 -0.224
H -0.500 5.608 -0.218 0.442
C 3.443 -2.143 0.743 0.355
C 3.658 2.290 4.753 -0.185
C -4.435 0.524 -2.371 -1.649
H -1.730 -0.294 -4.380 0.340
H 0.240 4.502 -2.349 0.472
Si -1.985 -0.398 -1.336 -0.769
H -2.930 2.333 -3.866 0.586
C 3.547 -4.205 -0.507 -0.553
H -2.817 2.629 -2.138 0.340
C 3.486 1.500 3.635 0.340
H -3.327 2.144 -0.157 0.413
H -1.343 -3.965 -2.633 0.568
```

# 2
Entry from the OMol25 dataset: a molecular structure, C2Br2IO2 in a non-equilibrium geometry (the ωB97M-V functional and the def2-TZVPD basis).

Relative energy (zero: lowest compared OMol25 entry of this formula, charge and spin), kcal per mole: 7.6
Orbital gap, eV: 7.739
Total charge: -1
HOMO, Ha: -0.193

```
7
Properties=species:S:1:pos:R:3:mulliken_charge:R:1
C 0.531 -1.129 0.171 -0.416
I -0.733 -2.565 1.050 0.160
Br 1.962 -0.397 2.024 -0.309
O -0.786 0.748 0.885 -0.624
C -0.075 0.384 -0.045 0.794
Br 1.792 -1.572 -1.078 0.030
O 0.239 0.759 -1.154 -0.635
```

# 3
Entry from the OMol25 dataset: a molecular structure, C18H21CoGeN3O4PS2 in a non-equilibrium geometry (the ωB97M-V functional and the def2-TZVPD basis).

Relative energy (zero: lowest compared OMol25 entry of this formula, charge and spin), kcal per mole: 12.3
⟨S²⟩: 2.059
Spin multiplicity: 3
Orbital gap (spin up / spin down), eV: 6.561 / 7.657
Total charge: 0
HOMO (spin up / spin down), Ha: -0.328 / -0.326

```
51
Properties=species:S:1:pos:R:3:lowdin_spin:R:1
H -0.892 2.227 4.073 0.000
C -0.742 1.364 3.424 0.000
H 3.279 0.921 3.860 0.000
N -2.796 -2.018 -0.788 0.008
C 2.693 -0.252 2.160 0.000
C 2.827 -2.676 -1.595 0.001
H 3.477 -5.658 -3.079 0.000
C 3.516 2.001 2.025 0.000
H 1.675 -3.015 1.062 0.001
H 2.421 -1.118 2.753 0.000
C -1.992 1.084 2.618 0.000
Co -1.731 -0.592 -0.426 1.843
H -0.501 0.495 4.038 0.000
C 3.459 -4.587 -2.924 0.000
P -2.217 2.032 0.126 -0.001
H 2.386 -4.711 -1.071 0.000
C 3.434 -1.840 -2.530 0.000
H 3.438 -0.768 -2.377 0.000
H -3.954 4.874 -2.043 0.000
C 4.050 -3.745 -3.856 0.000
H -1.886 0.147 2.067 0.000
H 3.635 2.838 0.054 0.000
C 4.041 -2.372 -3.657 0.000
Ge 1.917 -1.964 -0.023 0.006
S -3.659 0.763 -0.479 -0.016
H 3.895 2.893 2.507 0.000
C 2.890 0.828 0.023 0.000
C 3.173 0.892 2.783 0.000
O -2.462 3.528 -0.298 -0.001
C 2.545 -0.291 0.776 0.001
O -0.551 -1.429 0.524 0.113
H 2.756 0.826 -1.052 0.000
H 4.511 -1.717 -4.380 0.000
S -0.469 1.384 -0.569 -0.040
N -7.206 -3.370 -0.199 0.006
H -2.872 1.002 3.255 0.000
C 3.372 1.969 0.645 0.000
O 0.195 -1.723 -0.677 0.056
O -2.236 2.179 1.715 -0.001
C -3.723 4.193 -0.017 -0.001
H -5.445 4.896 -1.077 0.000
N -4.789 -3.375 -0.655 0.010
H -4.799 3.361 -1.685 0.001
H 0.099 1.560 2.758 0.000
H 4.516 -4.159 -4.740 0.000
C -4.532 4.340 -1.289 0.001
C -3.806 -2.628 -0.690 0.012
C -6.069 -3.333 -0.408 0.001
H -4.273 3.635 0.742 0.000
C 2.851 -4.054 -1.798 0.000
H -3.450 5.163 0.392 0.000
```

# 4
Entry from the OMol25 dataset: a molecular structure, C3H4Br2Cl2 in a non-equilibrium geometry (the ωB97M-V functional and the def2-TZVPD basis).

Relative energy (zero: lowest compared OMol25 entry of this formula, charge and spin), kcal per mole: 26.2
Orbital gap, eV: 9.703
Total charge: 0
HOMO, Ha: -0.340

```
11
Properties=species:S:1:pos:R:3:mulliken_charge:R:1
Br -1.075 -0.338 2.282 -0.058
C -1.207 0.728 0.713 -0.377
C 0.553 0.285 -0.398 0.327
H 0.933 -1.640 0.431 0.359
Cl 1.807 1.103 0.477 -0.097
Br -1.190 2.585 1.011 -0.009
H -0.201 -1.628 -0.943 0.307
H 1.529 -1.399 -1.218 0.371
H -2.013 0.396 0.075 0.453
C 0.706 -1.190 -0.532 -1.153
Cl 0.159 1.096 -1.898 -0.122
```